[1]
C9H25GaO7P3S as an isolated structure. Source: OMol25; level of theory: wB97M-V/def2-TZVPD.

The LUMO energy is 0.080 Eh. The value obtained for the calculated total energy is -115154.491 eV. The net charge is -1. The calculation puts the largest force on an atom at 0.27 eV Å⁻¹.

The geometry in XYZ format:
```
46
Properties=species:S:1:pos:R:3:forces:R:3
C 1.4056 3.6755 -0.6925 -0.02 0.12 -0.12
Ga 2.5642 3.5311 0.9222 -0.26 -0.05 -0.05
P 4.8609 2.9149 0.4097 0.15 0.06 -0.03
P 4.5838 0.9538 -0.3867 0.04 -0.12 0.08
O 4.3555 -0.1186 0.5946 -0.02 0.01 -0.15
O 3.4380 1.0762 -1.5321 0.05 0.01 -0.01
O 5.8894 0.5881 -1.2906 -0.04 -0.12 0.09
P 2.9879 5.7531 1.7373 0.05 0.08 0.03
O 4.5771 5.8679 2.1640 -0.05 0.01 0.00
O 3.0000 6.7927 0.4669 -0.06 -0.01 -0.03
S 1.8079 6.4956 3.0961 0.04 0.03 0.01
H 1.8553 3.1832 -1.5582 -0.02 0.00 0.08
H 0.4540 3.1887 -0.4686 0.03 0.01 -0.07
H 1.2007 4.7177 -0.9589 0.01 -0.05 0.05
H 2.0735 2.6453 2.1240 0.10 -0.04 0.05
H 4.9443 3.4754 -0.8936 0.00 0.05 0.02
H 3.1686 0.1992 -1.8321 -0.06 -0.07 0.06
H 5.9262 1.1189 -2.0913 0.00 0.12 -0.04
H 4.9319 4.9964 2.3756 0.00 -0.03 0.00
H 3.3155 6.3510 -0.3310 0.04 -0.03 0.04
C -2.9930 -0.0451 0.4970 0.00 0.00 0.02
C -1.7342 -0.8710 0.7618 0.00 -0.05 0.00
C -0.6571 0.0087 0.1384 0.04 -0.01 0.05
O -1.1096 1.3524 0.2925 -0.02 0.09 -0.06
C -2.4703 1.3735 0.7018 -0.02 -0.07 0.01
H -3.8222 -0.2859 1.1630 0.00 0.00 0.00
H -3.3263 -0.1847 -0.5343 0.01 0.00 0.00
H -1.5660 -0.9653 1.8371 0.00 0.01 0.00
H -1.7652 -1.8696 0.3258 0.01 0.01 -0.01
H -0.5383 -0.2125 -0.9287 -0.01 0.01 -0.01
H 0.3170 -0.0840 0.6201 0.00 -0.01 0.00
H -2.5305 1.6629 1.7573 0.02 0.01 0.00
H -3.0008 2.1232 0.1118 -0.01 -0.01 0.00
C -4.2946 -5.5497 -0.6647 0.01 0.00 0.00
C -3.0236 -6.3551 -0.3989 0.01 0.00 -0.01
C -1.9641 -5.4775 -1.0558 -0.01 -0.03 0.04
O -2.4254 -4.1344 -0.9219 0.04 0.04 -0.04
C -3.7864 -4.1230 -0.4977 -0.04 0.01 0.03
H -5.1111 -5.7855 0.0168 0.00 0.00 0.00
H -4.6405 -5.7139 -1.6875 0.00 0.00 0.00
H -2.8418 -6.4295 0.6751 0.00 0.00 0.00
H -3.0496 -7.3620 -0.8138 0.00 0.00 0.00
H -1.8557 -5.7194 -2.1188 -0.01 0.01 0.00
H -0.9843 -5.5564 -0.5835 0.00 -0.01 0.00
H -3.8358 -3.8088 0.5509 0.01 0.01 0.00
H -4.3310 -3.3935 -1.0989 -0.01 -0.01 0.00
```
Positions in Å, forces in eV/Å.

Löwdin atomic charge list, values in e, 2 entries: -0.2628 0.1049


[2]
A single CHNOS molecule. Source: OMol25; level of theory: wB97M-V/def2-TZVPD.

The LUMO energy is -0.004 Eh. The value obtained for the calculated total energy is -15424.079 eV. The calculation puts the energy above the lowest of the compared OMol25 structures with the same formula, charge and spin at 0.162 eV. Its SMILES is N#CSO. The calculation puts the largest force on an atom at 5.50 eV Å⁻¹.

The geometry in XYZ format:
```
5
Properties=species:S:1:pos:R:3:forces:R:3
C 1.1986 -0.2282 0.1277 -3.60 4.15 0.37
N 1.9359 -1.0805 0.0440 1.79 -2.04 -0.18
O -1.3083 0.4351 -0.4460 -0.61 0.84 -2.40
S -0.1008 1.1385 0.2725 3.16 -1.60 0.82
H -1.7254 -0.2650 0.0018 -0.74 -1.35 1.39
```
Positions in Å, forces in eV/Å.

Löwdin atomic charge list, values in e, 2 entries: -0.4810 0.0605


[3]
C18H23N5S5Ti as an isolated structure. Source: OMol25; level of theory: wB97M-V/def2-TZVPD.

Its expectation value of S² is 2.013. The LUMO energy (alpha / beta) is -0.012 / -0.022 Eh. The value obtained for the calculated total energy is -103784.023 eV. The spin multiplicity is 3. The calculation puts the largest force on an atom at 2.29 eV Å⁻¹.

The geometry in XYZ format:
```
52
Properties=species:S:1:pos:R:3:forces:R:3
Ti 0.7061 0.4714 0.1827 0.91 0.71 1.98
C 3.9684 -0.2691 -2.6639 0.10 0.07 -0.08
C 2.7012 0.0490 -1.9339 -0.15 0.01 0.15
N 2.4901 -0.1160 -0.6258 0.46 -0.47 -0.51
C 3.2196 -1.0934 0.1742 -0.11 0.18 -0.30
C 2.3382 -2.3377 0.2181 -0.27 -0.04 0.07
N 0.9152 -1.9666 0.4824 0.12 0.11 0.07
C 0.3515 -2.4026 1.7763 0.06 -0.05 -0.19
C 0.3407 -1.2621 2.7773 -0.06 0.15 -0.18
N -0.2908 -0.0855 2.1590 -0.32 -0.01 0.14
C -1.7611 -0.1418 2.0951 0.24 -0.07 -0.02
C -2.2527 0.8380 1.0477 0.22 -0.02 -0.22
N -1.4223 0.6716 -0.1507 -0.56 -0.15 0.51
C -1.8115 1.0714 -1.2931 0.25 0.07 -0.92
C -3.1334 1.6794 -1.6173 -0.03 0.06 -0.11
C -0.7403 1.0171 -2.3432 -0.21 -0.18 0.68
C -0.8751 1.4191 -3.6336 0.15 0.17 -0.61
C 0.2888 1.4155 -4.4574 -0.44 0.08 0.03
C 1.4843 1.0012 -3.9567 0.21 -0.15 0.03
C 1.5652 0.5564 -2.6179 -0.26 -0.06 0.13
N 0.4335 0.5840 -1.8385 0.13 -0.11 -0.85
H 4.6823 -0.8001 -2.0413 -0.01 0.00 0.00
H 4.4596 0.6503 -2.9969 -0.04 -0.01 0.02
H 3.7771 -0.8743 -3.5525 -0.01 0.00 0.02
H 3.3775 -0.7054 1.1785 -0.02 0.12 -0.01
H 4.2027 -1.3357 -0.2298 0.02 -0.08 -0.01
H 2.6826 -3.0471 0.9740 0.04 0.00 0.02
H 2.3782 -2.8421 -0.7485 0.01 0.01 -0.03
H 0.3476 -2.3499 -0.2598 0.00 -0.03 -0.02
H 0.9017 -3.2524 2.1862 0.03 -0.03 0.01
H -0.6663 -2.7497 1.5918 -0.02 0.00 0.03
H 1.3569 -0.9716 3.0475 0.01 0.00 -0.02
H -0.1722 -1.5637 3.6954 -0.04 -0.03 0.03
H 0.0222 0.7415 2.6693 0.01 0.01 0.02
H -2.2045 0.0615 3.0721 -0.09 0.02 0.01
H -2.0593 -1.1475 1.7985 0.02 -0.05 0.01
H -2.1230 1.8685 1.3878 0.04 0.06 0.02
H -3.3093 0.6739 0.8481 -0.09 -0.01 0.02
H -3.9069 1.4210 -0.9017 0.00 -0.02 0.03
H -3.4648 1.3774 -2.6097 0.01 0.01 0.01
H -3.0219 2.7672 -1.6191 0.00 -0.01 0.01
H -1.8246 1.7647 -4.0158 0.05 0.01 -0.03
H 0.2200 1.7581 -5.4811 -0.02 0.00 0.01
H 2.3747 1.0122 -4.5723 -0.02 0.00 0.01
S 3.1837 7.0634 3.1353 -0.08 -0.11 -0.01
C 2.6562 5.6201 2.5292 0.18 0.13 0.01
S 3.1600 4.0848 3.1214 0.16 -0.09 0.26
C 2.2469 3.0786 2.0304 0.12 -0.39 0.10
C 1.5041 3.7353 1.1312 -0.19 -0.12 -0.29
S 0.5052 2.9465 -0.0616 -0.16 0.04 0.15
S 1.5771 5.4740 1.2007 -0.20 0.16 -0.17
S 2.3468 1.3354 2.1503 -0.13 0.14 -0.01
```
Positions in Å, forces in eV/Å.

Löwdin atomic charge list, values in e, 2 entries: 0.6749 -0.0160


[4]
C21H20ClO2PPb as an isolated structure. Source: OMol25; level of theory: wB97M-V/def2-TZVPD.

The LUMO energy (alpha / beta) is -0.329 / -0.369 Eh. The value obtained for the calculated total energy is -53234.790 eV. The net charge is +2. The calculation puts the largest force on an atom at 4.44 eV Å⁻¹.

The geometry in XYZ format:
```
46
Properties=species:S:1:pos:R:3:forces:R:3
Cl 1.5306 -3.0206 2.7022 -0.07 -0.16 0.02
C 0.8220 -0.8017 -2.3332 1.79 -1.38 0.93
C -0.5086 -0.3992 -2.5350 -2.92 0.18 0.54
C -1.3484 -1.3036 -1.8564 -0.31 1.91 -0.65
H -0.8238 0.5071 -3.0560 0.04 -0.45 0.04
C -0.5484 -2.2907 -1.2084 0.87 -0.14 0.56
C 0.7981 -1.9692 -1.5260 0.67 0.63 0.57
H 1.6244 -2.4994 -1.0825 0.31 -0.12 -0.39
H 1.7098 -0.2709 -2.6865 -0.33 -0.37 0.03
H -2.4152 -1.2309 -1.7063 -0.11 0.00 -0.41
C -1.0028 -3.3395 -0.2539 -0.15 0.08 0.18
Pb 0.0792 0.0892 0.5060 0.85 -0.48 -1.90
C -2.2065 1.0851 1.3418 -1.74 1.23 1.06
O -2.9278 1.6755 1.9705 0.57 -0.61 -0.57
C 2.0676 -0.4897 2.0592 3.09 1.15 2.98
O 2.8192 -0.1812 2.8682 -2.12 -1.15 -2.34
H -1.9195 -3.0899 0.2742 -0.33 0.28 -0.27
H -0.2937 -3.5541 0.5455 0.39 -0.06 -0.36
H -1.2201 -4.2698 -0.7740 0.08 -0.22 -0.18
C 3.0785 3.4198 -0.6368 0.09 -0.68 -0.30
P 1.5178 2.5264 -0.3708 -0.92 -0.26 0.79
C 1.1480 3.1183 1.3556 -0.16 -0.89 -0.46
C -0.0612 3.7255 1.6857 0.36 -0.05 -0.50
C -0.2335 4.1868 2.9794 -0.24 0.34 0.89
C 0.7591 3.9825 3.9535 0.05 0.03 0.04
C 1.9335 3.2730 3.6349 -0.12 0.30 0.81
C 2.1040 2.8106 2.3538 -0.10 0.28 -1.21
C 0.3874 3.2085 -1.6426 -0.35 -1.27 -0.71
C 0.9736 3.4808 -2.9109 0.24 0.24 1.44
C 0.2095 4.0437 -3.9172 -0.47 0.14 -0.40
C -1.1834 4.1741 -3.7341 0.54 0.03 0.19
C -1.7959 3.6857 -2.5695 -0.38 -0.05 -0.08
C -1.0279 3.1280 -1.5513 0.99 0.31 0.35
H 3.7341 3.2550 0.2451 -0.20 0.13 -0.98
H 2.6743 4.4316 -0.6415 0.47 0.29 -0.04
H 3.4987 3.1597 -1.6321 0.18 0.25 1.01
H -0.7973 3.8591 0.8853 0.17 0.34 0.60
H -1.1443 4.7504 3.2248 0.47 -0.35 0.02
H 0.6404 4.3795 4.9745 -0.05 -0.21 -0.68
H 2.7408 3.1146 4.3744 -0.74 0.12 -0.39
H 3.0161 2.2909 2.0626 -0.10 0.15 0.20
H 2.0482 3.2744 -3.0204 -0.61 0.53 -0.26
H 0.7122 4.4155 -4.8289 -0.53 -0.43 0.51
H -1.7783 4.6511 -4.5110 0.08 -0.14 0.22
H -2.8866 3.7601 -2.4270 0.65 -0.13 -0.30
H -1.4909 2.6429 -0.6672 0.12 0.67 -0.61
```
Positions in Å, forces in eV/Å.

Löwdin atomic charge list, values in e, 2 entries: 0.2681 -0.1000